# 1
Entry from the Open Molecules 2025 dataset: C8H28BBaN2O12P2 as an isolated structure (wB97M-V/def2-TZVPD).

Geometry as ORCA input:
```
! RIJCOSX wB97M-V def2-TZVPD def2/J DEFGRID3
* xyz 1 1
Ba 4.108 3.948 -3.649
B 1.163 2.294 0.084
H 0.725 2.929 -0.669
H 1.312 2.833 1.007
H 0.431 1.573 0.415
H 2.121 1.855 -0.151
C 4.820 -0.603 5.193
N 5.523 0.550 5.789
O 6.627 0.873 5.437
O 4.976 1.193 6.682
H 3.791 -0.273 5.332
H 5.293 -1.387 5.784
H 4.986 -0.554 4.117
C -2.105 3.542 5.209
N -1.624 4.532 6.217
O -1.297 4.124 7.326
O -1.594 5.702 5.828
H -1.740 3.947 4.265
H -3.168 3.654 4.998
H -1.771 2.567 5.566
C 4.309 -4.386 -6.427
O 5.374 -4.048 -5.584
P 5.044 -3.271 -4.160
O 4.435 -1.934 -4.278
O 4.180 -4.330 -3.247
C 3.298 -3.853 -2.138
O 6.456 -3.323 -3.360
C 7.234 -4.523 -3.265
H 3.377 -3.897 -6.145
H 4.173 -5.453 -6.607
H 4.549 -4.089 -7.448
H 3.955 -3.357 -1.424
H 2.840 -4.745 -1.711
H 2.559 -3.126 -2.477
H 8.179 -4.385 -3.791
H 6.795 -5.444 -3.648
H 7.592 -4.787 -2.270
C -5.479 3.160 -0.817
O -6.655 2.564 -1.151
P -7.237 1.263 -0.312
O -7.252 1.454 1.137
O -8.722 1.015 -1.028
C -9.798 1.943 -0.761
O -6.398 -0.031 -0.753
C -5.232 -0.486 0.085
H -5.008 3.656 -1.666
H -4.832 2.344 -0.494
H -5.444 3.948 -0.063
H -9.722 2.756 -1.483
H -9.697 2.356 0.243
H -10.759 1.434 -0.697
H -5.168 0.021 1.047
H -4.310 -0.197 -0.419
H -5.212 -1.548 0.332
*
```

LUMO level   -7.131 eV
HOMO   -0.3708 Eh

# 2
Entry from the Open Molecules 2025 dataset: a 7-piece molecular cluster, C8H28IN10O6 overall (wB97M-V/def2-TZVPD).

Geometry as ORCA input:
```
! RIJCOSX wB97M-V def2-TZVPD def2/J DEFGRID3
* xyz 0 2
I -0.821 0.883 -0.149
C 1.412 0.610 5.026
C 0.493 0.950 3.837
C -0.847 1.641 4.294
O 1.126 1.669 2.845
H 0.886 -0.062 5.705
H 1.585 1.491 5.645
H 2.380 0.123 4.903
H 0.136 0.073 3.296
H -0.778 2.663 4.666
H -1.179 1.140 5.204
H -1.547 1.611 3.459
H 0.571 1.727 2.064
C -3.766 -2.246 -1.139
O -4.333 -3.318 -1.397
N -4.092 -1.064 -1.507
N -2.661 -2.175 -0.494
H -5.021 -0.868 -1.852
H -3.464 -0.335 -1.200
H -2.456 -1.335 0.028
H -2.325 -3.081 -0.200
C 0.689 -3.319 1.222
O 1.107 -4.442 1.370
N 0.098 -2.636 2.090
N 0.822 -2.720 0.085
H -0.266 -1.718 1.879
H -0.089 -3.120 2.957
H 1.225 -3.296 -0.640
H 0.316 -1.871 -0.124
C 3.324 0.333 -1.216
O 2.955 1.188 -1.945
N 4.366 -0.385 -1.387
N 2.770 -0.004 -0.119
H 4.342 -1.304 -0.968
H 4.949 -0.332 -2.210
H 3.055 -0.860 0.335
H 1.839 0.336 0.078
C -0.432 -1.655 -4.166
O -0.202 -2.382 -5.127
N -1.503 -0.949 -4.053
N 0.312 -1.441 -3.140
H -2.214 -1.134 -4.746
H -1.574 -0.129 -3.467
H -0.046 -0.839 -2.413
H 1.145 -1.984 -2.962
C -0.288 4.828 -1.883
O -0.331 5.932 -2.405
N 0.778 4.270 -1.522
N -1.322 4.048 -1.813
H 1.596 4.789 -1.805
H 0.794 3.284 -1.300
H -2.200 4.279 -2.257
H -1.313 3.135 -1.383
*
```

LUMO level (alpha / beta)   -0.637 / -6.047 eV
HOMO (alpha / beta)   -0.3639 / -0.3632 Eh

# 3
Entry from the Open Molecules 2025 dataset: a 11-piece molecular cluster, C8H29FO14 overall (wB97M-V/def2-TZVPD).

Geometry as ORCA input:
```
! RIJCOSX wB97M-V def2-TZVPD def2/J DEFGRID3
* xyz 0 1
C 2.941 1.416 -0.180
O 1.844 2.175 0.332
C 0.625 1.936 -0.322
C -0.044 0.624 0.031
C -1.278 0.465 0.530
C -2.316 1.485 0.873
C -3.622 1.247 0.130
F -2.519 1.418 2.250
C -1.523 -0.996 0.700
O -2.479 -1.597 1.045
O -0.346 -1.665 0.337
C 0.502 -0.746 -0.207
O 1.465 -1.105 -0.827
H 2.932 0.427 0.271
H 3.866 1.926 0.078
H 2.829 1.316 -1.265
H 0.734 2.012 -1.416
H -0.050 2.731 -0.005
H -1.951 2.479 0.618
H -4.249 0.556 0.693
H -4.137 2.189 -0.045
H -3.422 0.789 -0.844
O -2.456 4.320 -0.563
H -2.905 4.677 -1.339
H -2.292 5.065 0.022
O 3.833 -1.606 1.042
H 3.244 -1.716 0.288
H 4.518 -2.273 0.911
O 0.352 -4.304 1.983
H -0.308 -3.664 1.696
H 1.197 -3.849 1.901
O -6.706 0.135 1.061
H -6.547 -0.814 1.042
H -7.613 0.226 1.367
O 3.195 0.883 2.974
H 2.266 0.924 2.727
H 3.468 -0.005 2.714
O 3.608 -4.354 -0.023
H 2.692 -4.311 -0.321
H 3.895 -5.239 -0.268
O 3.316 -2.672 3.743
H 3.470 -2.155 2.942
H 3.510 -2.077 4.475
O 1.283 -2.820 -3.223
H 0.645 -2.453 -3.841
H 1.260 -2.238 -2.453
O -3.078 3.777 -3.280
H -3.741 3.727 -3.975
H -2.426 3.104 -3.498
O 0.793 0.599 -3.630
H 0.667 -0.002 -2.889
H 1.060 0.034 -4.363
*
```

LUMO level   -1.586 eV
SMILES   COCC1=C([C@@H](C)F)C(=O)OC1=O.O.O.O.O.O.O.O.O.O.O
HOMO   -0.3838 Eh

no.,electronic energy (eV)
1,-56231.613
2,-44036.611
3,-40148.795